[1]
DFT (ωB97M-V with the def2-TZVPD basis set) results for 6 unconnected molecules or ions with the total composition C5H20ClO9 in a non-equilibrium geometry.

Geometry (Å):
1 Cl 0.202 -0.135 0.193
2 O -1.131 -0.148 0.738
3 O 0.115 -0.813 -1.065
4 O 0.723 1.190 -0.012
5 O 1.094 -0.866 1.088
6 C -0.926 -3.328 -2.954
7 O -1.474 -4.351 -2.196
8 H -1.616 -2.494 -3.089
9 H 0.044 -3.026 -2.559
10 H -0.783 -3.676 -3.977
11 H -1.585 -4.056 -1.289
12 C -2.450 2.740 2.238
13 O -1.185 3.321 2.259
14 H -3.303 3.326 2.579
15 H -2.755 2.467 1.228
16 H -2.412 1.846 2.861
17 H -0.553 2.794 1.764
18 C 1.355 1.505 -3.354
19 O 1.924 1.594 -4.695
20 H 1.521 2.343 -2.678
21 H 0.317 1.175 -3.303
22 H 1.840 0.612 -2.959
23 H 2.633 2.241 -4.734
24 C 2.496 2.685 2.772
25 O 2.474 3.797 3.615
26 H 2.019 2.924 1.821
27 H 3.469 2.199 2.694
28 H 1.886 1.910 3.237
29 H 2.824 4.565 3.158
30 C -1.052 -4.038 1.348
31 O -1.550 -3.280 0.262
32 H -1.439 -3.665 2.296
33 H -1.370 -5.058 1.135
34 H 0.036 -3.969 1.329
35 H -1.389 -2.333 0.251

LUMO level = 3.002 eV
Relative energy (zero: lowest compared OMol25 entry of this formula, charge and spin) = 70.54 kJ/mol
Total charge = -1

[2]
DFT (ωB97M-V with the def2-TZVPD basis set) results for 2 unconnected molecules or ions with the total composition C7H8O2.

Geometry (Å):
1 C 0.373 1.034 -0.910
2 C 1.786 1.362 -0.534
3 C 0.336 -1.662 0.640
4 C -0.655 1.218 -0.141
5 C -1.669 1.402 0.643
6 O -0.161 -1.287 1.824
7 C -0.705 -2.066 -0.271
8 C -1.537 -2.430 -1.054
9 O 1.512 -1.684 0.386
10 H 0.557 -1.002 2.410
11 H 0.237 0.591 -1.889
12 H 2.356 0.438 -0.432
13 H 2.254 1.964 -1.312
14 H 1.823 1.906 0.407
15 H -2.239 2.317 0.635
16 H -1.994 0.637 1.332
17 H -2.275 -2.738 -1.736

LUMO level = 0.647 eV
Relative energy (zero: lowest compared OMol25 entry of this formula, charge and spin) = 332.29 kJ/mol
Structure (SMILES) = C#CC(=O)O.C=C=CC

[3]
DFT (ωB97M-V with the def2-TZVPD basis set) results for a molecular structure, C4H9BO2 in a non-equilibrium geometry.

Geometry (Å):
1 B 0.065 0.054 -0.427
2 C 2.153 0.100 -0.098
3 C 2.895 1.352 -0.347
4 C -0.237 -1.529 -0.631
5 C -2.373 0.353 -0.329
6 O 2.640 -0.989 0.121
7 O -1.138 0.909 -0.374
8 H 3.881 1.171 -0.021
9 H 2.490 2.198 0.050
10 H 2.919 1.637 -1.430
11 H -0.277 -1.988 0.282
12 H 0.559 -2.055 -1.108
13 H -1.154 -1.533 -1.116
14 H -2.317 -0.572 0.241
15 H -2.670 0.032 -1.326
16 H -3.188 1.020 0.069

LUMO level = 0.596 eV
Relative energy (zero: lowest compared OMol25 entry of this formula, charge and spin) = 405.56 kJ/mol

What is the formula in the second record? C7H8O2